# 1
Below is a gas-phase ion, C3H7N4S (charge +1) in a non-equilibrium geometry, with properties calculated with ωB97M-V with the def2-TZVPD basis set.

The geometry in XYZ format:
```
15
Properties=species:S:1:pos:R:3:lowdin_spin:R:1
C -0.98 -0.02 -0.44 0.2503
C 0.35 -0.52 0.18 0.1664
C -1.20 1.45 -0.45 0.0286
N -1.78 -1.01 -0.42 0.2338
N 0.13 -1.92 0.17 0.1277
N -1.05 -2.11 -0.06 0.1945
N 1.69 -0.14 -0.43 0.0471
S 0.44 0.02 1.96 0.8781
H -2.20 1.70 0.09 0.0067
H -1.30 1.96 -1.38 0.0070
H -0.35 1.83 0.05 0.0025
H 2.06 -0.89 -1.05 0.0047
H 2.29 0.21 0.38 0.0169
H 1.52 0.68 -1.00 0.0027
H 0.38 -1.25 2.42 0.0330
```

The calculation puts the relative energy (zero: lowest compared OMol25 entry of this formula, charge and spin) at 3.281 eV. The multiplicity is 3. The HOMO-LUMO gap (spin up / spin down) comes out at 0.2628 / 0.1641 Ha. The HOMO energy (spin up / spin down) is -11.2151 / -13.7723 eV. The lowest unoccupied orbital energy (spin up / spin down) is -0.149 / -0.342 Eh. As for the net charge: +1.

---

# 2
Below is a molecular structure, C8H7BeN3O4 in a non-equilibrium geometry, with properties calculated with ωB97M-V with the def2-TZVPD basis set.

The geometry in XYZ format:
```
23
Properties=species:S:1:pos:R:3:lowdin_charge:R:1
O -0.23 3.36 -3.46 0.0821
C -0.24 2.26 -3.17 0.0247
Be 0.31 -0.85 -1.80 0.2885
C 1.61 -1.25 -2.80 0.2130
C -1.46 -1.05 -2.32 0.0746
O 2.54 -1.52 -3.46 0.3060
O -2.48 -1.29 -2.83 0.2297
C -2.08 -0.91 2.42 0.0504
N -0.93 -0.33 1.70 -0.0036
C 0.13 0.23 2.38 0.0758
C 1.21 0.75 1.70 0.0546
C 1.29 0.59 0.29 -0.2833
N 0.29 -0.08 -0.34 0.1069
C -0.84 -0.50 0.36 -0.3757
O -1.77 -1.06 -0.29 0.0300
N 2.27 1.10 -0.49 0.2159
H -2.82 -1.33 1.75 0.1086
H -2.56 -0.15 3.03 0.1173
H -1.73 -1.70 3.09 0.1173
H 0.02 0.21 3.47 0.1694
H 2.01 1.23 2.24 0.1381
H 3.05 1.58 -0.05 0.1590
H 2.44 0.71 -1.42 0.1008
```

The calculation puts the relative energy (zero: lowest compared OMol25 entry of this formula, charge and spin) at 0.000 eV. The HOMO-LUMO gap comes out at 0.2583 Ha. The HOMO energy is -17.2718 eV. The lowest unoccupied orbital energy is -0.376 Eh. As for the net charge: +2.

---

# 3
Below is 2 unconnected molecules or ions with the total composition C4H7FN2O in a non-equilibrium geometry, with properties calculated with ωB97M-V with the def2-TZVPD basis set.

The geometry in XYZ format:
```
15
Properties=species:S:1:pos:R:3:lowdin_charge:R:1
C -0.56 1.01 0.82 -0.3040
C 1.47 -1.67 0.15 -0.1176
C 1.78 -0.63 -0.89 -0.1254
C 0.39 -0.79 -0.35 -0.2741
N -2.79 1.72 0.86 0.0493
N -1.79 0.82 0.40 -0.0301
O 0.01 1.76 1.52 0.1199
F -0.57 -1.22 -1.26 -0.0348
H 1.45 -2.78 -0.03 0.1302
H 1.93 -1.36 1.05 0.0792
H 2.35 0.31 -0.79 0.1134
H 1.77 -1.13 -1.89 0.1091
H -2.24 2.43 1.23 0.0327
H -3.47 1.32 1.60 0.1320
H -1.86 0.31 -0.46 0.1203
```

The calculation puts the relative energy (zero: lowest compared OMol25 entry of this formula, charge and spin) at 5.189 eV. The HOMO-LUMO gap comes out at 0.3386 Ha. The HOMO energy is -8.3748 eV. The lowest unoccupied orbital energy is 0.031 Eh.

---

# 4
Below is C3H6N2O2S in the gas phase in a non-equilibrium geometry, with properties calculated with ωB97M-V with the def2-TZVPD basis set.

The geometry in XYZ format:
```
14
Properties=species:S:1:pos:R:3:lowdin_spin:R:1
C 0.31 0.35 0.30 -0.0107
C -0.14 1.41 1.29 -0.0137
C -1.86 -0.37 -0.75 0.0419
N 1.67 0.25 0.41 0.4837
N -0.42 -0.39 -0.51 0.3525
O 3.36 -2.29 -1.64 0.3654
O 2.29 -0.73 -0.27 0.2392
S 2.05 -1.88 -1.20 0.5241
H -0.84 0.97 1.97 -0.0033
H -0.52 2.25 0.77 -0.0033
H 0.76 1.67 1.76 -0.0001
H -2.10 -1.38 -0.93 0.0033
H -2.27 -0.14 0.26 0.0068
H -2.28 0.28 -1.46 0.0143
```

The calculation puts the relative energy (zero: lowest compared OMol25 entry of this formula, charge and spin) at 1.747 eV. The multiplicity is 3. The HOMO-LUMO gap (spin up / spin down) comes out at 0.3028 / 0.2772 Ha. The HOMO energy (spin up / spin down) is -7.5373 / -9.8122 eV. The lowest unoccupied orbital energy (spin up / spin down) is 0.026 / -0.083 Eh.

---

# 5
Below is 2 unconnected molecules or ions with the total composition C20H36BClN2O7 in a non-equilibrium geometry, with properties calculated with ωB97M-V with the def2-TZVPD basis set.

The geometry in XYZ format:
```
67
Properties=species:S:1:pos:R:3:lowdin_charge:R:1
C 7.12 2.52 -1.56 -0.0086
C 8.11 1.86 -2.61 -0.4097
O 9.30 2.29 -2.62 0.0349
O 7.79 0.87 -3.56 -0.0600
C 6.92 -0.16 -3.02 -0.1821
C 5.56 -0.16 -3.87 -0.1484
C 4.23 0.17 -3.03 -0.1197
C 3.06 -0.79 -3.62 -0.3057
O 1.88 -0.89 -2.79 0.0002
B 1.02 0.14 -3.37 -0.8241
N -0.33 0.46 -2.74 0.1261
C -0.35 1.80 -2.12 -0.3729
C -1.28 2.91 -2.83 -0.0088
O 0.28 2.15 -1.10 0.0333
C -0.79 -0.59 -1.81 -0.3361
C -0.17 -0.88 -0.37 -0.0079
O -1.76 -1.31 -2.19 0.0439
O 1.04 0.02 -4.84 -0.0448
C 2.43 -0.37 -5.08 -0.5174
Cl 2.19 -1.94 -6.06 0.5443
H 6.05 2.08 -1.58 0.0738
H 7.11 3.67 -1.59 0.1025
H 7.53 2.25 -0.51 0.1007
H 6.78 -0.14 -1.89 0.1253
H 7.44 -1.17 -3.25 0.1348
H 5.66 0.66 -4.68 0.1289
H 5.45 -1.15 -4.42 0.1121
H 4.33 0.06 -1.90 0.1226
H 3.92 1.24 -3.31 0.1191
H 3.45 -1.84 -3.86 0.1187
H 1.68 1.14 -3.17 0.1537
H -0.60 3.60 -3.43 0.0883
H -1.95 2.35 -3.58 0.0892
H -1.90 3.49 -2.05 0.0870
H 0.84 -1.42 -0.41 0.0983
H -0.04 0.05 0.28 0.0783
H -0.91 -1.58 0.16 0.0645
H 3.02 0.34 -5.74 0.1268
C -4.73 0.84 4.79 -0.0310
C -4.27 0.50 3.35 -0.4575
C -5.40 -0.27 2.64 -0.1151
C -5.56 -1.69 3.16 -0.1684
C -4.23 -2.45 3.09 -0.1120
C -3.04 -1.70 3.73 -0.4531
N -2.98 -0.26 3.36 0.0788
O -2.47 -0.18 2.14 0.1192
C -3.08 -1.83 5.27 -0.0280
C -1.75 -2.48 3.35 -0.0237
C -4.12 1.90 2.70 -0.0248
H -5.53 1.59 4.78 0.0967
H -5.15 -0.01 5.33 0.0610
H -3.91 1.25 5.38 0.1012
H -5.20 -0.31 1.56 0.1369
H -6.35 0.26 2.75 0.1369
H -5.94 -1.69 4.19 0.1094
H -6.31 -2.22 2.57 0.1271
H -4.36 -3.43 3.57 0.1374
H -4.02 -2.65 2.04 0.1354
H -2.31 -1.21 5.74 0.1000
H -2.89 -2.86 5.59 0.0947
H -4.04 -1.57 5.71 0.0640
H -1.63 -2.59 2.27 0.0734
H -1.77 -3.49 3.76 0.0973
H -0.85 -1.98 3.74 0.1009
H -3.32 2.48 3.19 0.0989
H -5.04 2.48 2.78 0.0955
H -3.89 1.85 1.63 0.0878
```

The HOMO-LUMO gap comes out at 0.0722 Ha. The HOMO energy is -7.1400 eV. The lowest unoccupied orbital energy is -0.190 Eh.